[1]
This record from the Open Molecules 2025 dataset describes a structure of composition C16H27ClN2O4PtSTe at a distorted geometry. The level of theory is wB97M-V/def2-TZVPD.

XYZ file:
```
53
Properties=species:S:1:pos:R:3
Pt -0.324 0.964 -2.188
C 3.507 -1.358 -2.393
C 2.626 -0.111 -2.319
C 3.183 0.892 -1.309
C 2.508 0.549 -3.691
N 1.242 -0.519 -1.951
H 4.525 -1.079 -2.664
H 3.122 -2.059 -3.134
H 3.526 -1.857 -1.424
H 4.105 1.321 -1.698
H 3.379 0.408 -0.353
H 2.453 1.682 -1.124
H 3.475 0.941 -4.006
H 1.801 1.384 -3.642
H 2.148 -0.160 -4.438
Cl -2.024 -0.437 -0.038
C -0.458 4.001 -0.624
Te -2.005 2.525 -0.786
C -3.045 3.699 -2.216
H -0.863 4.903 -0.166
H -0.067 4.230 -1.610
H 0.317 3.591 0.017
H -2.354 3.977 -3.007
H -3.445 4.587 -1.731
H -3.858 3.084 -2.593
C 2.062 -3.595 4.768
C 1.454 -2.708 3.716
C 0.383 -3.154 2.950
C -0.147 -2.376 1.933
C 0.388 -1.112 1.672
C 1.444 -0.649 2.442
C 1.969 -1.447 3.448
S -0.144 0.001 0.207
O 1.280 -0.872 -0.645
O 0.527 1.207 0.712
N -2.516 -0.683 -1.359
C -3.125 0.049 1.193
C -4.610 0.261 1.083
C -5.046 0.227 -0.421
O -5.569 -0.817 -0.814
O -4.731 1.259 -1.064
H 1.291 -4.084 5.364
H 2.712 -3.029 5.434
H 2.659 -4.378 4.299
H -0.041 -4.133 3.143
H -0.962 -2.784 1.354
H 1.847 0.332 2.248
H 2.802 -1.073 4.031
H -2.720 -0.969 -2.298
H -2.743 0.351 2.165
H -1.985 -1.743 0.450
H -4.811 1.272 1.443
H -5.145 -0.513 1.634
```

As for the spin multiplicity: 5. Its frontier orbital gap (alpha / beta) is 5.9 / 6.2 eV. For the HOMO energy (alpha / beta), the calculation gives -6.7688 / -8.0427 eV. The energy relative to the best compared isomer or geometry (same formula, charge and spin) comes out at 17.8462 eV.

---

[2]
This record from the Open Molecules 2025 dataset describes a cluster of 2 separate species, C5H8O2 in total. The level of theory is wB97M-V/def2-TZVPD.

XYZ file:
```
15
Properties=species:S:1:pos:R:3
C 0.336 -0.980 -1.680
C 0.292 -0.989 -0.202
C -0.282 -1.269 0.928
C 1.136 -0.770 1.020
H 0.798 -0.057 -2.041
H -0.664 -1.075 -2.114
H 0.945 -1.827 -2.019
H -1.121 -1.687 1.467
H 1.952 -1.468 1.236
H 1.339 0.253 1.357
O -0.120 1.907 -0.648
C -0.903 2.313 0.175
O -1.370 1.617 1.210
H -1.336 3.323 0.170
H -1.000 0.711 1.141
```

Its SMILES is CC1=CC1.O=CO. Its frontier orbital gap is 10.4 eV. For the HOMO energy, the calculation gives -9.3677 eV. The energy relative to the best compared isomer or geometry (same formula, charge and spin) comes out at 2.4890 eV.

---

[3]
This record from the Open Molecules 2025 dataset describes a structure of composition C9H12I2N2O2S3V at a distorted geometry. The level of theory is wB97M-V/def2-TZVPD.

XYZ file:
```
31
Properties=species:S:1:pos:R:3
V 0.157 -0.134 -0.034
S -0.326 -0.645 2.217
C -1.797 0.247 1.825
S -1.999 0.646 0.122
C -2.686 0.635 2.774
C -2.462 0.349 4.166
N -2.280 0.119 5.278
C -3.883 1.355 2.425
N -4.839 1.933 2.151
I 0.945 1.430 -2.119
I 0.185 1.289 -5.134
C 1.810 3.213 1.923
O 1.034 2.303 1.108
C 1.497 1.206 0.599
C 2.945 0.878 0.774
H 1.684 2.909 2.960
H 1.372 4.192 1.762
H 2.857 3.217 1.641
H 3.590 1.646 0.343
H 3.180 -0.066 0.287
H 3.163 0.788 1.841
C -1.439 -3.423 -2.069
S -0.626 -1.873 -2.314
C 0.453 -2.259 -3.659
O 0.353 -1.834 -1.058
H -2.081 -3.604 -2.931
H -2.044 -3.317 -1.170
H -0.702 -4.216 -1.949
H -0.170 -2.616 -4.481
H 1.152 -3.027 -3.326
H 0.956 -1.340 -3.954
```

As for the spin multiplicity: 2. Its frontier orbital gap (alpha / beta) is 5.6 / 5.4 eV. For the HOMO energy (alpha / beta), the calculation gives -7.6223 / -7.4166 eV.

---

[4]
This record from the Open Molecules 2025 dataset describes the molecule C5H8O. The level of theory is wB97M-V/def2-TZVPD.

XYZ file:
```
14
Properties=species:S:1:pos:R:3
O -1.563 1.115 1.515
C -0.777 1.595 0.577
C 1.028 -0.465 0.889
C 0.884 -0.852 -0.580
C -0.221 -0.097 -1.273
C -0.925 0.902 -0.726
H -2.081 0.327 1.238
H 0.901 0.614 1.003
H 2.014 -0.699 1.296
H 0.258 -0.940 1.509
H 1.828 -0.653 -1.106
H 0.713 -1.932 -0.683
H -0.408 -0.356 -2.318
H -1.651 1.440 -1.340
```

Its frontier orbital gap is 9.1 eV. For the HOMO energy, the calculation gives -8.3073 eV. The energy relative to the best compared isomer or geometry (same formula, charge and spin) comes out at 3.5156 eV.

---

[5]
This record from the Open Molecules 2025 dataset describes a structure of composition C20H51BaF6HgN3O23S4Zn at a distorted geometry. The level of theory is wB97M-V/def2-TZVPD.

XYZ file:
```
110
Properties=species:S:1:pos:R:3
Ba 1.551 4.789 -0.011
Hg 1.072 1.405 3.792
Zn 3.890 -0.080 -0.693
S -0.809 4.254 2.833
O -0.574 4.425 1.349
O -2.255 4.265 3.054
O -0.261 2.923 3.283
O -0.111 5.319 3.544
S 3.880 2.059 1.967
O 5.066 2.629 2.577
O 3.122 1.232 3.004
O 2.949 3.085 1.431
O 4.255 1.145 0.843
C 3.293 2.394 -4.345
F 3.116 3.474 -5.051
F 2.140 1.698 -4.343
F 4.249 1.613 -4.917
S 3.789 2.799 -2.634
O 5.041 3.459 -2.769
O 2.690 3.564 -2.082
O 3.869 1.500 -2.012
C -0.700 0.055 -0.628
F -0.805 0.353 -1.913
F -1.790 0.469 0.000
F -0.615 -1.261 -0.501
S 0.774 0.857 0.090
O 0.740 0.568 1.499
O 1.853 0.175 -0.583
O 0.634 2.245 -0.217
C -3.698 3.624 -0.248
C -4.809 3.499 0.766
O -4.367 2.936 2.004
O -2.868 4.750 -0.012
H -4.116 3.720 -1.257
H -3.111 2.696 -0.208
H -5.594 2.813 0.425
H -5.311 4.468 0.918
H -3.628 3.482 2.365
H -2.159 4.483 0.633
C 4.972 -1.362 -3.195
C 6.221 -0.735 -2.516
O 5.951 -0.211 -1.199
O 3.782 -1.377 -2.334
H 5.220 -2.382 -3.497
H 4.733 -0.767 -4.072
H 6.481 0.139 -3.123
H 7.063 -1.424 -2.536
H 6.789 0.077 -0.820
H 3.089 -1.729 -2.905
C -1.361 4.375 -3.930
C -0.850 3.626 -2.733
O -0.747 4.513 -1.599
O -2.722 4.743 -3.739
H -1.335 3.734 -4.810
H -0.728 5.265 -4.048
H 0.112 3.134 -2.872
H -1.583 2.852 -2.458
H -1.638 4.637 -1.160
H -2.734 5.512 -3.155
C 1.113 -3.099 4.549
C 0.659 -1.737 4.129
C -0.828 -1.542 4.448
O -1.260 -0.295 4.006
C -2.651 -0.182 3.787
N 1.523 -0.673 4.779
H 0.890 -3.301 5.599
H 2.194 -3.172 4.407
H 0.639 -3.886 3.959
H 0.780 -1.588 3.051
H -1.041 -1.633 5.523
H -1.382 -2.316 3.898
H -3.205 -0.331 4.720
H -2.998 -0.888 3.026
H -2.852 0.826 3.434
H 2.502 -0.900 4.598
H 1.439 -0.734 5.795
C -8.499 -3.488 -2.956
C -7.396 -2.456 -2.955
C -6.479 -2.632 -1.746
O -5.669 -1.500 -1.605
C -4.758 -1.613 -0.544
N -6.668 -2.482 -4.242
H -9.064 -3.423 -2.014
H -8.122 -4.508 -3.024
H -9.259 -3.234 -3.695
H -7.839 -1.458 -2.866
H -5.903 -3.576 -1.841
H -7.098 -2.804 -0.839
H -5.265 -1.466 0.417
H -3.963 -0.880 -0.673
H -4.244 -2.589 -0.541
H -5.745 -2.071 -4.105
H -6.498 -3.446 -4.522
C 5.922 -2.676 1.207
C 4.548 -2.952 0.649
C 3.845 -4.110 1.307
O 2.650 -4.333 0.612
C 1.915 -5.401 1.146
N 3.692 -1.733 0.599
H 6.222 -1.686 0.848
H 6.674 -3.366 0.832
H 5.960 -2.615 2.296
H 4.668 -3.260 -0.401
H 3.640 -3.873 2.369
H 4.489 -5.000 1.267
H 2.487 -6.333 1.077
H 0.983 -5.449 0.595
H 1.687 -5.235 2.210
H 2.717 -2.070 0.621
H 3.739 -1.336 1.558
```

Its frontier orbital gap is 7.9 eV. For the HOMO energy, the calculation gives -8.4182 eV.

---

[6]
This record from the Open Molecules 2025 dataset describes a cluster of 6 separate species, C27H61N4O12PS5 in total at a distorted geometry. The level of theory is wB97M-V/def2-TZVPD.

XYZ file:
```
110
Properties=species:S:1:pos:R:3
C 3.386 0.550 2.765
N 1.866 0.690 2.677
C 1.488 2.095 2.212
P -0.414 2.365 2.050
N -0.688 0.923 3.062
C -1.511 1.702 0.629
N -0.721 0.916 -0.422
C -1.246 3.561 3.301
N -0.194 4.059 4.312
C -0.007 3.883 0.932
O 0.943 4.836 1.567
C 1.989 5.249 0.588
C 1.905 6.700 -0.208
O 3.083 4.499 0.315
H 3.855 1.311 3.555
H 3.892 0.806 1.734
H 3.675 -0.556 3.018
H 1.529 0.038 1.910
H 2.011 2.854 2.944
H 2.001 2.263 1.154
H -1.484 1.030 3.729
H -0.802 0.042 2.475
H -2.433 1.079 1.054
H -2.008 2.606 0.031
H -0.355 1.619 -1.131
H 0.091 0.497 0.082
H -1.671 4.541 2.769
H -2.189 3.089 3.853
H -0.528 3.780 5.266
H -0.302 5.117 4.308
H -0.992 4.442 0.638
H 0.486 3.509 -0.076
H 0.892 6.799 -0.794
H 1.992 7.577 0.581
H 2.805 6.809 -0.979
O -0.682 -1.107 -2.316
S -0.030 -2.061 -1.443
O 0.199 -1.795 -0.037
C -0.859 -3.630 -1.603
C -0.141 -4.319 -2.754
C 1.347 -4.054 -2.532
C 1.504 -2.570 -2.203
H -1.923 -3.473 -1.792
H -0.720 -4.179 -0.667
H -0.363 -5.390 -2.783
H -0.456 -3.881 -3.709
H 1.703 -4.658 -1.688
H 1.942 -4.329 -3.408
H 2.329 -2.397 -1.507
H 1.649 -1.973 -3.108
O 5.547 -0.756 4.271
S 5.432 -0.725 5.714
O 4.206 -1.075 6.402
C 6.770 -1.677 6.407
C 7.904 -0.674 6.559
C 7.262 0.597 7.113
C 5.999 0.866 6.295
H 7.018 -2.509 5.746
H 6.444 -2.053 7.381
H 8.689 -1.053 7.220
H 8.355 -0.465 5.582
H 6.994 0.442 8.165
H 7.948 1.449 7.071
H 5.218 1.330 6.903
H 6.213 1.489 5.423
O -2.283 5.580 -0.131
S -3.556 5.121 0.382
O -3.656 4.136 1.440
C -4.530 6.545 0.831
C -5.272 6.910 -0.447
C -5.750 5.586 -1.041
C -4.574 4.611 -0.995
H -3.880 7.343 1.193
H -5.227 6.239 1.617
H -6.105 7.590 -0.247
H -4.590 7.405 -1.148
H -6.578 5.193 -0.438
H -6.119 5.711 -2.064
H -4.910 3.583 -0.837
H -3.969 4.671 -1.903
O 0.304 -1.814 -6.015
S -1.058 -1.539 -6.423
O -2.022 -2.592 -6.670
C -1.765 -0.371 -5.278
C -1.405 0.989 -5.858
C -1.646 0.875 -7.362
C -1.018 -0.437 -7.829
H -1.357 -0.533 -4.279
H -2.849 -0.522 -5.272
H -2.003 1.788 -5.410
H -0.348 1.210 -5.668
H -2.725 0.857 -7.558
H -1.227 1.728 -7.905
H -1.580 -0.881 -8.654
H 0.027 -0.299 -8.122
O -0.165 -7.538 -1.183
S -1.587 -7.588 -0.916
O -2.269 -6.567 -0.146
C -2.444 -7.809 -2.463
C -2.510 -9.318 -2.644
C -2.873 -9.884 -1.272
C -1.982 -9.194 -0.240
H -1.904 -7.303 -3.265
H -3.446 -7.381 -2.354
H -3.242 -9.600 -3.406
H -1.531 -9.702 -2.955
H -3.926 -9.667 -1.055
H -2.749 -10.971 -1.237
H -2.497 -9.070 0.716
H -1.046 -9.739 -0.092
```

Its SMILES is CNCP(N)(CN)(CN)COC(C)=O.O=S1(=O)CCCC1.O=S1(=O)CCCC1.O=S1(=O)CCCC1.O=S1(=O)CCCC1.O=S1(=O)CCCC1. Its frontier orbital gap is 7.2 eV. For the HOMO energy, the calculation gives -6.8358 eV. The energy relative to the best compared isomer or geometry (same formula, charge and spin) comes out at 2.6312 eV.

---

[7]
This record from the Open Molecules 2025 dataset describes a structure of composition C38H32F5N5O3S6TeW at a distorted geometry. The level of theory is wB97M-V/def2-TZVPD.

XYZ file:
```
91
Properties=species:S:1:pos:R:3
W 0.888 1.237 -0.717
C -1.499 2.809 3.500
C -0.557 2.566 2.372
N -0.979 2.213 1.177
N -2.322 1.974 1.072
C -2.763 1.826 -0.108
S -1.688 1.914 -1.522
S -4.390 1.512 -0.563
C -5.171 1.222 1.072
C -5.387 -0.256 1.275
C -6.650 -0.817 1.143
C -6.825 -2.191 1.274
C -5.736 -3.012 1.529
C -4.471 -2.451 1.682
C -4.297 -1.082 1.555
C 0.874 2.689 2.643
C 1.295 3.548 3.661
C 2.586 3.523 4.140
C 3.485 2.595 3.625
C 3.104 1.769 2.584
C 1.833 1.848 2.057
O 1.502 1.034 1.020
H -2.510 2.528 3.252
H -1.480 3.883 3.710
H -1.168 2.292 4.401
H -6.100 1.784 1.046
H -4.500 1.648 1.810
H -7.507 -0.179 0.946
H -7.817 -2.620 1.179
H -5.870 -4.085 1.604
H -3.621 -3.089 1.914
H -3.309 -0.638 1.676
H 0.592 4.267 4.063
H 2.891 4.210 4.922
H 4.486 2.512 4.030
H 3.803 1.065 2.157
C -0.988 -3.158 2.135
N -1.328 -3.117 0.707
C -1.875 -4.163 -0.019
C -2.035 -3.735 -1.273
N -1.602 -2.403 -1.325
C -1.134 -2.057 -0.088
S -0.510 -0.606 0.595
C -1.612 -1.666 -2.568
C -2.552 -2.034 -3.520
C -2.484 -1.458 -4.776
C -1.474 -0.548 -5.027
C -0.653 -0.188 -3.979
N -0.735 -0.705 -2.749
H -1.082 -4.182 2.484
H -1.659 -2.518 2.706
H 0.033 -2.813 2.275
H -2.102 -5.121 0.423
H -2.394 -4.267 -2.137
H -3.340 -2.739 -3.280
H -3.206 -1.721 -5.538
H -1.337 -0.104 -6.006
H 0.120 0.549 -4.135
O 1.906 -0.034 -1.452
C 3.287 -0.550 -1.228
C 4.039 0.659 -0.689
C 3.743 1.959 -1.031
C 4.689 2.886 -0.492
C 5.685 2.266 0.180
S 5.496 0.558 0.185
C 3.141 -1.729 -0.307
C 3.304 -1.821 1.043
C 2.908 -3.089 1.558
C 2.421 -3.912 0.589
S 2.454 -3.175 -0.951
C 3.910 -0.917 -2.550
C 4.896 -1.824 -2.780
C 5.351 -1.803 -4.132
C 4.703 -0.878 -4.885
S 3.538 -0.017 -3.974
H 3.050 2.248 -1.797
H 4.633 3.959 -0.638
H 6.551 2.710 0.657
H 3.734 -1.043 1.660
H 3.016 -3.375 2.599
H 2.082 -4.937 0.688
H 5.301 -2.484 -2.019
H 6.123 -2.455 -4.518
H 4.838 -0.652 -5.936
F 0.791 1.978 -2.422
Te -0.509 3.916 -0.537
F -0.854 4.698 1.155
F -0.319 4.208 -2.365
F -2.163 4.694 -0.824
F 0.309 5.571 -0.607
O 1.172 3.094 -0.262
```

Its charge is +2. Its frontier orbital gap is 5.7 eV. For the HOMO energy, the calculation gives -13.3600 eV. The energy relative to the best compared isomer or geometry (same formula, charge and spin) comes out at 2.5912 eV.

---

[8]
This record from the Open Molecules 2025 dataset describes a structure of composition C30H28N3OPPtSSbSe4. The level of theory is wB97M-V/def2-TZVPD.

XYZ file:
```
70
Properties=species:S:1:pos:R:3
Pt 0.194 0.281 2.738
Se -0.802 -4.137 5.212
Sb -0.629 -3.164 3.011
Se -1.929 -0.965 2.941
Se 1.554 -1.893 2.785
Se -0.989 -4.559 1.070
O -0.423 -0.116 -0.129
P -1.216 0.351 -1.300
C -2.466 -0.841 -1.776
C -2.574 -1.987 -0.999
C -3.533 -2.942 -1.316
C -4.373 -2.744 -2.399
C -4.268 -1.592 -3.175
C -3.316 -0.637 -2.864
C -2.056 1.912 -0.974
C -2.379 2.179 0.355
C -3.060 3.344 0.676
C -3.418 4.239 -0.322
C -3.097 3.975 -1.647
C -2.416 2.812 -1.974
C -0.134 0.628 -2.721
C 0.701 1.746 -2.717
C 1.691 1.880 -3.675
C 1.863 0.893 -4.638
C 1.046 -0.227 -4.640
C 0.049 -0.361 -3.683
H -1.922 -2.144 -0.147
H -3.599 -3.830 -0.700
H -5.123 -3.487 -2.644
H -4.931 -1.440 -4.018
H -3.235 0.263 -3.465
H -2.089 1.471 1.125
H -3.308 3.549 1.710
H -3.947 5.149 -0.067
H -3.372 4.677 -2.424
H -2.153 2.613 -3.007
H 0.584 2.502 -1.948
H 2.338 2.748 -3.665
H 2.646 0.992 -5.380
H 1.191 -1.005 -5.379
H -0.577 -1.245 -3.672
N 4.210 0.605 0.999
C 2.870 0.729 0.914
S 2.053 1.736 2.039
N 2.209 0.085 -0.031
C 2.693 -0.905 -0.923
C 3.749 -0.658 -1.793
C 4.145 -1.645 -2.687
C 3.478 -2.860 -2.724
C 2.411 -3.091 -1.864
C 2.012 -2.121 -0.960
H 4.611 0.886 1.877
H 4.654 -0.155 0.505
H 1.177 0.119 0.036
H 4.230 0.313 -1.797
H 4.967 -1.453 -3.365
H 3.788 -3.626 -3.423
H 1.887 -4.039 -1.879
H 1.198 -2.299 -0.267
C 0.745 1.027 7.640
C 0.966 2.079 6.761
C 0.841 1.844 5.404
N 0.509 0.650 4.913
C 0.301 -0.366 5.753
C 0.411 -0.212 7.127
H 0.835 1.177 8.709
H 1.235 3.065 7.113
H 1.016 2.627 4.677
H 0.043 -1.326 5.325
H 0.233 -1.071 7.760
```

As for the spin multiplicity: 3. Its charge is -1. Its frontier orbital gap (alpha / beta) is 5.7 / 6.0 eV. For the HOMO energy (alpha / beta), the calculation gives -3.6377 / -3.9326 eV. The energy relative to the best compared isomer or geometry (same formula, charge and spin) comes out at 0.0000 eV.